(1)
Density functional theory data (the ωB97M-V functional and the def2-TZVPD basis) for a molecular structure, C16H31NP2Sn in a non-equilibrium geometry.

Calculated values
Largest force on an atom, hartree/bohr: 0.081
2S+1: 1
Frontier orbital gap (alpha / beta), eV: 4.4 / 5.5
Lowest unoccupied orbital energy (alpha / beta), eV: -0.73 / -0.09
Energy relative to the best compared isomer or geometry (same formula, charge and spin), eV: 4.4799
E_HOMO (alpha / beta), eV: -5.120 / -5.561

Each line ends with the Mulliken charge.
Positions of all 51 atoms, in Å:
P1 -0.270 -0.399 -2.085  1.237
P2 0.854 -1.485 1.328  0.808
C1 0.946 -1.575 -1.451  -1.301
C2 0.472 -2.348 -0.206  -0.899
H1 1.928 -1.087 -1.292  0.509
H2 1.089 -2.311 -2.264  0.629
H3 -0.605 -2.614 -0.215  0.286
H4 1.035 -3.298 -0.147  0.701
C3 2.518 -2.145 1.758  -1.649
H5 2.788 -1.772 2.755  0.458
H6 3.301 -1.847 1.045  0.340
H7 2.456 -3.242 1.800  0.521
C4 -0.128 -2.075 2.675  -1.025
H8 0.360 -2.997 3.021  0.538
H9 -1.153 -2.302 2.336  -0.093
H10 -0.141 -1.317 3.470  0.399
C5 0.575 0.190 -3.590  -1.588
H11 0.012 1.025 -4.036  0.420
H12 0.666 -0.628 -4.322  0.493
H13 1.584 0.550 -3.329  0.378
C6 -1.697 -1.363 -2.656  -1.239
H14 -1.933 -2.178 -1.962  0.347
H15 -1.438 -1.799 -3.632  0.410
H16 -2.573 -0.717 -2.775  0.357
Sn1 -3.250 -1.313 1.193  0.319
C7 1.491 0.417 1.330  0.469
C8 2.344 0.940 0.322  -1.130
C9 2.336 2.345 -0.093  -1.153
C10 1.082 3.171 -0.654  -0.785
C11 0.279 2.436 -1.593  -1.232
C12 -0.464 1.298 -1.223  0.513
C13 -0.785 0.999 0.322  0.332
C14 0.168 1.217 1.477  -2.069
C15 -4.152 0.709 0.916  -1.333
H17 2.037 0.275 2.294  0.778
H18 3.240 0.368 0.109  0.338
H19 3.030 2.399 -0.946  0.392
H20 2.765 2.988 0.699  0.212
H21 0.509 3.657 0.162  0.406
H22 1.527 4.003 -1.234  0.415
H23 0.118 2.853 -2.579  0.462
H24 -1.467 1.475 -1.705  0.722
H25 -1.161 -0.068 0.335  -0.751
H26 -1.703 1.542 0.555  0.620
H27 0.382 2.287 1.575  0.536
H28 -0.336 0.899 2.402  0.450
H29 -5.205 0.385 0.808  0.404
H30 -3.828 1.292 0.035  0.258
H31 -4.071 1.288 1.848  0.359
N1 -2.829 0.217 4.224  -0.605
C16 -2.708 -0.345 3.195  0.037

***

(2)
Density functional theory data (the ωB97M-V functional and the def2-TZVPD basis) for a molecular structure, C16H31NP2Ti in a non-equilibrium geometry.

Calculated values
Largest force on an atom, hartree/bohr: 0.066
2S+1: 3
Frontier orbital gap (alpha / beta), eV: 7.4 / 7.6
Lowest unoccupied orbital energy (alpha / beta), eV: 0.10 / -0.65
Energy relative to the best compared isomer or geometry (same formula, charge and spin), eV: 0.4073
E_HOMO (alpha / beta), eV: -7.262 / -8.298

Each line ends with the Mulliken charge.
Positions of all 51 atoms, in Å:
P1 -0.020 -1.485 -1.881  1.511
P2 0.128 1.732 -1.716  1.130
C1 -0.328 -0.480 -3.409  -1.393
C2 0.358 0.876 -3.348  -1.231
H1 -1.423 -0.377 -3.507  0.388
H2 0.046 -1.065 -4.260  0.569
H3 1.449 0.785 -3.491  0.422
H4 -0.045 1.551 -4.113  0.528
C3 -1.561 2.435 -2.073  -1.461
H5 -1.853 3.159 -1.296  0.379
H6 -2.313 1.630 -2.098  0.375
H7 -1.522 2.936 -3.053  0.459
C4 1.197 3.151 -2.174  -1.371
H8 0.800 3.578 -3.105  0.424
H9 2.209 2.754 -2.338  0.404
H10 1.215 3.900 -1.372  0.383
C5 -1.069 -2.890 -2.383  -1.405
H11 -1.000 -3.689 -1.634  0.375
H12 -0.724 -3.237 -3.368  0.420
H13 -2.105 -2.527 -2.447  0.382
C6 1.689 -2.066 -2.317  -1.599
H14 2.400 -1.224 -2.300  0.354
H15 1.660 -2.511 -3.325  0.458
H16 2.029 -2.815 -1.582  0.376
Ti1 -0.205 -0.328 3.332  0.159
C7 0.769 1.332 2.365  -0.361
C8 -0.624 1.461 2.140  -0.720
C9 -1.462 0.885 1.035  1.122
C10 -1.954 -0.593 1.122  -0.821
C11 -1.006 -1.549 1.769  -0.698
C12 0.404 -1.575 1.623  -0.220
C13 1.228 -0.635 0.796  1.088
C14 1.735 0.701 1.418  -1.023
C15 0.709 -1.573 4.740  -1.184
H17 1.188 1.966 3.149  0.587
H18 -1.136 2.174 2.789  0.561
H19 -0.988 1.035 0.050  -1.726
H20 -2.366 1.516 0.980  0.690
H21 -2.909 -0.596 1.677  0.401
H22 -2.235 -0.957 0.110  0.346
H23 -1.462 -2.408 2.273  0.522
H24 0.901 -2.490 1.974  0.490
H25 0.662 -0.317 -0.102  -1.985
H26 2.103 -1.188 0.418  0.736
H27 2.735 0.554 1.873  0.409
H28 1.913 1.404 0.584  0.252
H29 1.479 -1.043 5.331  0.285
H30 1.024 -2.576 4.422  0.328
H31 -0.210 -1.646 5.375  0.389
N1 -0.839 1.471 6.170  -0.641
C16 -0.668 0.854 5.177  0.137

***

(3)
Density functional theory data (the ωB97M-V functional and the def2-TZVPD basis) for a molecular structure, C16H32As3FeS4Sb in a non-equilibrium geometry.

Calculated values
Largest force on an atom, hartree/bohr: 0.085
2S+1: 6
Frontier orbital gap (alpha / beta), eV: 5.4 / 4.8
Lowest unoccupied orbital energy (alpha / beta), eV: 2.39 / 0.96
Charge: -1
Energy relative to the best compared isomer or geometry (same formula, charge and spin), eV: 0.0000
E_HOMO (alpha / beta), eV: -2.971 / -3.837

Each line ends with the Mulliken charge.
Positions of all 57 atoms, in Å:
Fe1 0.228 1.114 1.411  -0.204
C1 1.141 2.365 2.728  0.470
C2 2.345 1.843 2.176  -1.117
C3 2.799 2.732 1.161  -0.800
C4 1.969 3.866 1.205  -0.972
C5 0.930 3.639 2.130  -0.359
H1 0.673 2.088 3.719  -0.052
H2 2.956 1.092 2.639  1.108
H3 3.700 2.623 0.557  0.356
H4 2.136 4.780 0.675  0.543
H5 0.158 4.352 2.374  0.494
S1 -0.408 1.564 5.573  -0.644
Sb1 -2.420 2.268 4.521  0.484
S2 -1.643 0.199 2.397  -0.447
S3 -1.610 2.158 2.034  -0.292
S4 -2.491 4.600 4.381  -0.465
C6 0.700 -2.310 2.060  -1.495
As1 1.434 -0.817 1.020  1.286
C7 3.324 -0.975 1.638  -1.469
C8 1.653 -1.506 -0.809  -2.015
C9 0.489 -1.465 -1.795  2.816
C10 1.030 -2.221 -3.025  -2.153
C11 0.254 -0.009 -2.204  -2.191
As2 -0.300 1.323 -0.838  1.354
C12 0.173 3.020 -1.727  -1.336
C13 -2.233 1.455 -1.024  -1.508
C14 -0.730 -2.152 -1.159  -1.399
As3 -2.094 -3.078 -2.323  0.275
C15 -3.305 -1.608 -2.829  -0.988
C16 -3.109 -3.862 -0.776  -1.096
H6 1.382 -3.146 1.915  0.453
H7 -0.330 -2.530 1.743  0.323
H8 0.692 -1.983 3.117  0.403
H9 3.693 -1.955 1.341  0.435
H10 3.349 -0.860 2.716  0.427
H11 3.893 -0.159 1.151  0.344
H12 2.008 -2.560 -0.666  0.560
H13 2.514 -0.925 -1.226  0.381
H14 1.995 -1.797 -3.311  0.481
H15 0.350 -2.075 -3.895  0.489
H16 1.145 -3.310 -2.875  0.385
H17 -0.547 0.038 -2.948  0.548
H18 1.164 0.360 -2.690  0.531
H19 0.020 2.899 -2.804  0.429
H20 1.193 3.218 -1.487  0.394
H21 -0.445 3.809 -1.229  0.337
H22 -2.488 1.531 -2.080  0.480
H23 -2.585 2.366 -0.498  0.457
H24 -2.645 0.547 -0.587  0.286
H25 -1.262 -1.503 -0.460  0.140
H26 -0.300 -3.021 -0.605  0.595
H27 -2.741 -0.827 -3.334  0.226
H28 -3.899 -1.200 -1.986  0.277
H29 -3.989 -2.017 -3.584  0.427
H30 -2.448 -4.444 -0.124  0.332
H31 -3.858 -4.527 -1.202  0.385
H32 -3.611 -3.005 -0.285  0.289

***

(4)
Density functional theory data (the ωB97M-V functional and the def2-TZVPD basis) for 8 unconnected molecules or ions with the total composition C16H32Br16 in a non-equilibrium geometry.

Calculated values
Largest force on an atom, hartree/bohr: 0.082
2S+1: 2
Frontier orbital gap (alpha / beta), eV: 2.6 / 8.6
Lowest unoccupied orbital energy (alpha / beta), eV: 1.97 / 1.95
Charge: -1
Energy relative to the best compared isomer or geometry (same formula, charge and spin), eV: 1.1539
E_HOMO (alpha / beta), eV: -0.654 / -6.640

Each line ends with the Mulliken charge.
Positions of all 64 atoms, in Å:
Br1 2.308 8.864 -16.307  -0.185
C1 0.767 9.906 -15.752  -0.523
C2 0.857 10.272 -14.269  -0.443
Br2 -0.778 11.183 -13.658  -0.102
H1 -0.106 9.261 -15.845  0.343
H2 0.592 10.813 -16.331  0.376
H3 1.782 10.808 -14.054  0.228
H4 0.975 9.420 -13.599  0.219
Br3 4.801 11.012 -14.222  -0.135
C3 5.245 10.147 -12.537  -0.525
C4 4.263 9.057 -12.031  -0.305
Br4 4.428 7.428 -13.247  -0.189
H5 5.075 10.995 -11.874  0.340
H6 6.264 9.792 -12.691  0.389
H7 3.213 9.333 -11.934  -0.158
H8 4.346 8.659 -11.020  0.445
Br5 -7.252 8.544 -5.355  -0.198
C5 -6.484 9.793 -6.749  -0.470
C6 -6.854 9.508 -8.246  -0.507
Br6 -8.837 9.862 -8.361  -0.255
H9 -5.400 9.705 -6.827  0.209
H10 -6.711 10.776 -6.337  0.437
H11 -6.552 8.496 -8.517  0.437
H12 -6.406 10.134 -9.018  0.164
Br7 1.275 15.662 -7.420  -0.196
C7 0.192 15.567 -9.101  -0.550
C8 0.048 14.147 -9.506  -0.653
Br8 -0.815 13.923 -11.306  -0.148
H13 0.793 16.203 -9.752  0.368
H14 -0.784 16.032 -8.960  0.370
H15 -0.625 13.742 -8.750  0.361
H16 0.940 13.527 -9.597  0.437
Br9 1.624 9.190 -4.553  -0.164
C9 1.711 8.326 -6.292  -0.524
C10 0.387 7.656 -6.486  -0.711
Br10 0.366 6.510 -8.058  -0.156
H17 2.450 7.525 -6.268  0.403
H18 1.861 9.143 -6.998  0.294
H19 -0.301 8.502 -6.500  0.393
H20 0.168 7.110 -5.569  0.461
Br11 -3.400 7.139 -11.197  -0.018
C11 -4.395 5.924 -12.505  -0.858
C12 -5.452 4.953 -11.869  -0.341
Br12 -6.067 3.753 -13.329  -0.191
H21 -3.686 5.492 -13.211  0.450
H22 -4.971 6.594 -13.143  0.317
H23 -6.262 5.554 -11.457  0.254
H24 -4.833 4.438 -11.134  0.373
Br13 -3.802 10.382 -9.125  -0.389
C13 -2.136 10.405 -10.285  -0.424
C14 -0.896 9.847 -9.550  -0.297
Br14 0.559 9.646 -10.849  -0.303
H25 -2.049 11.461 -10.540  0.096
H26 -2.418 9.846 -11.178  0.251
H27 -1.104 8.847 -9.170  0.141
H28 -0.581 10.438 -8.690  0.366
Br15 -7.079 8.298 -12.236  -0.202
C15 -6.967 10.192 -12.919  -0.695
C16 -5.501 10.642 -13.080  -0.089
Br16 -5.635 12.539 -13.388  -0.177
H29 -7.656 10.767 -12.300  0.436
H30 -7.459 10.242 -13.890  0.463
H31 -4.880 10.216 -13.868  0.381
H32 -4.885 10.616 -12.182  -0.120

***

- Which of these has the lowest 2S+1?
  C16H31NP2Sn

***

- Which formula does entry 2 have?
  C16H31NP2Ti

***

What did the third record say?
Density functional theory data (the ωB97M-V functional and the def2-TZVPD basis) for a molecular structure, C16H32As3FeS4Sb in a non-equilibrium geometry.

Calculated values
Largest force on an atom, hartree/bohr: 0.085
2S+1: 6
Frontier orbital gap (alpha / beta), eV: 5.4 / 4.8
Lowest unoccupied orbital energy (alpha / beta), eV: 2.39 / 0.96
Charge: -1
Energy relative to the best compared isomer or geometry (same formula, charge and spin), eV: 0.0000
E_HOMO (alpha / beta), eV: -2.971 / -3.837

Each line ends with the Mulliken charge.
Positions of all 57 atoms, in Å:
Fe1 0.228 1.114 1.411  -0.204
C1 1.141 2.365 2.728  0.470
C2 2.345 1.843 2.176  -1.117
C3 2.799 2.732 1.161  -0.800
C4 1.969 3.866 1.205  -0.972
C5 0.930 3.639 2.130  -0.359
H1 0.673 2.088 3.719  -0.052
H2 2.956 1.092 2.639  1.108
H3 3.700 2.623 0.557  0.356
H4 2.136 4.780 0.675  0.543
H5 0.158 4.352 2.374  0.494
S1 -0.408 1.564 5.573  -0.644
Sb1 -2.420 2.268 4.521  0.484
S2 -1.643 0.199 2.397  -0.447
S3 -1.610 2.158 2.034  -0.292
S4 -2.491 4.600 4.381  -0.465
C6 0.700 -2.310 2.060  -1.495
As1 1.434 -0.817 1.020  1.286
C7 3.324 -0.975 1.638  -1.469
C8 1.653 -1.506 -0.809  -2.015
C9 0.489 -1.465 -1.795  2.816
C10 1.030 -2.221 -3.025  -2.153
C11 0.254 -0.009 -2.204  -2.191
As2 -0.300 1.323 -0.838  1.354
C12 0.173 3.020 -1.727  -1.336
C13 -2.233 1.455 -1.024  -1.508
C14 -0.730 -2.152 -1.159  -1.399
As3 -2.094 -3.078 -2.323  0.275
C15 -3.305 -1.608 -2.829  -0.988
C16 -3.109 -3.862 -0.776  -1.096
H6 1.382 -3.146 1.915  0.453
H7 -0.330 -2.530 1.743  0.323
H8 0.692 -1.983 3.117  0.403
H9 3.693 -1.955 1.341  0.435
H10 3.349 -0.860 2.716  0.427
H11 3.893 -0.159 1.151  0.344
H12 2.008 -2.560 -0.666  0.560
H13 2.514 -0.925 -1.226  0.381
H14 1.995 -1.797 -3.311  0.481
H15 0.350 -2.075 -3.895  0.489
H16 1.145 -3.310 -2.875  0.385
H17 -0.547 0.038 -2.948  0.548
H18 1.164 0.360 -2.690  0.531
H19 0.020 2.899 -2.804  0.429
H20 1.193 3.218 -1.487  0.394
H21 -0.445 3.809 -1.229  0.337
H22 -2.488 1.531 -2.080  0.480
H23 -2.585 2.366 -0.498  0.457
H24 -2.645 0.547 -0.587  0.286
H25 -1.262 -1.503 -0.460  0.140
H26 -0.300 -3.021 -0.605  0.595
H27 -2.741 -0.827 -3.334  0.226
H28 -3.899 -1.200 -1.986  0.277
H29 -3.989 -2.017 -3.584  0.427
H30 -2.448 -4.444 -0.124  0.332
H31 -3.858 -4.527 -1.202  0.385
H32 -3.611 -3.005 -0.285  0.289